Here is a 12-piece molecular cluster, C57H132N6O12 overall at a distorted geometry from the OMol25 dataset. Energies are from wB97M-V/def2-TZVPD.

Bonds (Å) are listed after each position.
Atoms and positions in Å:
1 C 19.64660 26.29197 -3.36437  O2 1.430, H3 1.087, H4 1.091, H5 1.097
2 O 18.42134 26.89797 -3.78568  C1 1.430, H6 0.964
3 H 20.39183 27.01196 -3.03468  C1 1.087
4 H 19.42099 25.48326 -2.66825  C1 1.091
5 H 20.03720 25.87288 -4.30000  C1 1.097
6 H 18.08907 26.40351 -4.54312  O2 0.964
7 C 13.42514 19.73537 -5.66799  O8 1.440, H9 1.095, H10 1.084, H11 1.088
8 O 14.00402 18.75877 -6.55334  C7 1.440, H12 0.957
9 H 14.23376 20.04985 -5.00040  C7 1.095
10 H 13.12772 20.62640 -6.20817  C7 1.084
11 H 12.67881 19.21747 -5.06868  C7 1.088
12 H 14.65897 18.23485 -6.09258  O8 0.957
13 C 11.92913 23.96732 -9.23761  O14 1.413, H15 1.093, H16 1.097, H17 1.094
14 O 12.71305 23.43706 -8.18807  C13 1.413, H18 0.970
15 H 12.28446 24.89407 -9.69441  C13 1.093
16 H 11.88183 23.24420 -10.06153  C13 1.097
17 H 10.93931 24.07675 -8.78477  C13 1.094
18 H 12.95270 22.51659 -8.37826  O14 0.970
19 C 18.33179 23.78771 -8.38942  C20 1.538, H30 1.093, H31 1.097, H32 1.090
20 C 17.97742 25.01313 -7.53026  C19 1.538, C21 1.533, N25 1.480, C29 1.528
21 C 16.90190 25.84854 -8.23486  C20 1.533, C22 1.518, H33 1.095, H34 1.095
22 C 15.49578 25.27703 -8.20512  C21 1.518, C23 1.514, H35 1.098, H36 1.091
23 C 15.06709 25.17072 -6.75706  C22 1.514, C24 1.543, H37 1.098, H38 1.097
24 C 16.01734 24.30353 -5.90513  C23 1.543, N25 1.466, C27 1.528, C28 1.526
25 N 17.40420 24.66887 -6.21038  C20 1.480, C24 1.466, O26 1.414
26 O 18.31916 23.89546 -5.45852  N25 1.414, H48 0.974
27 C 15.70386 24.71502 -4.46739  C24 1.528, H39 1.087, H40 1.089, H41 1.098
28 C 15.76757 22.82271 -6.17830  C24 1.526, H42 1.095, H43 1.091, H44 1.092
29 C 19.17891 25.93563 -7.33307  C20 1.528, H45 1.095, H46 1.094, H47 1.089
30 H 19.13848 23.93148 -9.11341  C19 1.093
31 H 17.52809 23.53359 -9.09202  C19 1.097
32 H 18.53565 22.87834 -7.82395  C19 1.090
33 H 16.80167 26.83860 -7.77870  C21 1.095
34 H 17.24534 25.93259 -9.27140  C21 1.095
35 H 15.54802 24.30114 -8.70502  C22 1.098
36 H 14.81522 25.86065 -8.82710  C22 1.091
37 H 13.99975 24.91137 -6.75009  C23 1.098
38 H 14.82079 26.14537 -6.31674  C23 1.097
39 H 16.16980 25.64362 -4.14770  C27 1.087
40 H 14.65644 24.52851 -4.23483  C27 1.089
41 H 16.24636 23.99098 -3.84582  C27 1.098
42 H 16.05094 22.16510 -5.34944  C28 1.095
43 H 14.70432 22.64072 -6.34357  C28 1.091
44 H 16.29748 22.48282 -7.07004  C28 1.092
45 H 18.85531 26.85009 -6.82409  C29 1.095
46 H 19.48478 26.33657 -8.30378  C29 1.094
47 H 20.06033 25.58963 -6.79559  C29 1.089
48 H 18.13872 22.95797 -5.64986  O26 0.974
49 C 23.33456 24.20401 -8.08960  C50 1.520, H60 1.093, H61 1.091, H62 1.093
50 C 24.09659 23.86759 -6.81812  C49 1.520, C51 1.544, N55 1.465, C59 1.547
51 C 23.38460 22.64797 -6.19381  C50 1.544, C52 1.519, H63 1.096, H64 1.092
52 C 24.19083 21.96118 -5.10434  C51 1.519, C53 1.527, H65 1.096, H66 1.094
53 C 25.62924 21.71691 -5.55527  C52 1.527, C54 1.527, H67 1.100, H68 1.095
54 C 26.37710 22.85568 -6.24410  C53 1.527, N55 1.479, C57 1.531, C58 1.535
55 N 25.43380 23.42992 -7.22782  C50 1.465, C54 1.479, O56 1.415
56 O 26.06221 24.26102 -8.18494  N55 1.415, H78 0.962
57 C 26.93962 23.90879 -5.28600  C54 1.531, H69 1.088, H70 1.093, H71 1.091
58 C 27.49200 22.20477 -7.07406  C54 1.535, H72 1.093, H73 1.087, H74 1.090
59 C 23.98244 25.08413 -5.86870  C50 1.547, H75 1.093, H76 1.091, H77 1.091
60 H 23.63356 25.19936 -8.42673  C49 1.093
61 H 22.24379 24.21092 -8.08852  C49 1.091
62 H 23.62084 23.48716 -8.86345  C49 1.093
63 H 22.45062 23.00870 -5.74761  C51 1.096
64 H 22.99672 21.92851 -6.91839  C51 1.092
65 H 23.82621 20.94304 -4.92522  C52 1.096
66 H 24.11233 22.38743 -4.10002  C52 1.094
67 H 25.52788 20.89767 -6.28193  C53 1.100
68 H 26.23941 21.14592 -4.84725  C53 1.095
69 H 26.23611 24.12199 -4.48337  C57 1.088
70 H 27.88482 23.54574 -4.87521  C57 1.093
71 H 27.17374 24.86239 -5.76106  C57 1.091
72 H 26.98948 21.57242 -7.81078  C58 1.093
73 H 28.06058 22.94596 -7.63047  C58 1.087
74 H 28.10849 21.53108 -6.47932  C58 1.090
75 H 24.52890 24.96781 -4.92912  C59 1.093
76 H 22.97480 25.27173 -5.49436  C59 1.091
77 H 24.42757 25.96383 -6.33491  C59 1.091
78 H 25.90588 23.76181 -8.99271  O56 0.962
79 C 14.27879 31.75298 -7.68428  C80 1.548, H90 1.087, H91 1.095, H92 1.092
80 C 15.01063 30.55939 -7.02317  C79 1.548, C81 1.534, N85 1.475, C89 1.539
81 C 16.51345 30.86532 -7.03909  C80 1.534, C82 1.544, H93 1.091, H94 1.092
82 C 17.35709 30.01628 -6.06339  C81 1.544, C83 1.516, H95 1.093, H96 1.099
83 C 16.77498 29.89025 -4.66899  C82 1.516, C84 1.548, H97 1.096, H98 1.090
84 C 15.24656 29.64823 -4.63258  C83 1.548, N85 1.470, C87 1.524, C88 1.542
85 N 14.59147 30.52942 -5.60930  C80 1.475, C84 1.470, O86 1.419
86 O 13.18318 30.36752 -5.55336  N85 1.419, H108 0.964
87 C 14.95252 28.17134 -4.86854  C84 1.524, H99 1.092, H100 1.093, H101 1.089
88 C 14.80266 29.97388 -3.19227  C84 1.542, H102 1.097, H103 1.090, H104 1.085
89 C 14.76216 29.25207 -7.79569  C80 1.539, H105 1.082, H106 1.093, H107 1.102
90 H 14.78282 32.11305 -8.57730  C79 1.087
91 H 14.20622 32.55303 -6.94049  C79 1.095
92 H 13.21543 31.57444 -7.85644  C79 1.092
93 H 16.93614 30.65199 -8.02215  C81 1.091
94 H 16.72719 31.89459 -6.74435  C81 1.092
95 H 18.38615 30.37855 -5.99803  C82 1.093
96 H 17.52121 29.02016 -6.49860  C82 1.099
97 H 16.97377 30.85880 -4.19608  C83 1.096
98 H 17.21946 29.10013 -4.06424  C83 1.090
99 H 15.39145 27.47433 -4.15171  C87 1.092
100 H 13.87162 28.01047 -4.90631  C87 1.093
101 H 15.33997 27.82698 -5.82665  C87 1.089
102 H 14.59112 31.04991 -3.23061  C88 1.097
103 H 13.84080 29.53314 -2.92840  C88 1.090
104 H 15.60100 29.73657 -2.49752  C88 1.085
105 H 13.76713 28.82833 -7.77334  C89 1.082
106 H 15.62490 28.59958 -7.64071  C89 1.093
107 H 15.05384 29.51389 -8.82533  C89 1.102
108 H 12.87171 31.08090 -4.98509  O86 0.964
109 C 12.61043 25.96791 1.81954  C110 1.547, H120 1.094, H121 1.091, H122 1.094
110 C 11.86544 26.38088 0.52838  C109 1.547, C111 1.545, N115 1.435, C119 1.554
111 C 12.79430 25.90491 -0.61074  C110 1.545, C112 1.560, H123 1.094, H124 1.090
112 C 12.04612 25.78337 -1.97370  C111 1.560, C113 1.534, H125 1.094, H126 1.088
113 C 10.77890 24.94139 -1.78161  C112 1.534, C114 1.518, H127 1.093, H128 1.096
114 C 9.82964 25.49302 -0.73294  C113 1.518, N115 1.453, C117 1.542, C118 1.554
115 N 10.57006 25.76419 0.48793  C110 1.435, C114 1.453, O116 1.398
116 O 9.73756 26.04098 1.57702  N115 1.398, H138 0.964
117 C 9.15081 26.76232 -1.28659  C114 1.542, H129 1.088, H130 1.092, H131 1.096
118 C 8.71813 24.43444 -0.49305  C114 1.554, H132 1.086, H133 1.091, H134 1.095
119 C 11.76591 27.92840 0.62234  C110 1.554, H135 1.094, H136 1.091, H137 1.095
120 H 12.27667 26.41502 2.76025  C109 1.094
121 H 12.58943 24.88365 1.94186  C109 1.091
122 H 13.64848 26.31248 1.80271  C109 1.094
123 H 13.55514 26.65851 -0.83366  C111 1.094
124 H 13.34333 24.97642 -0.45714  C111 1.090
125 H 11.73435 26.80505 -2.20832  C112 1.094
126 H 12.69975 25.39853 -2.75362  C112 1.088
127 H 11.03334 23.90877 -1.52905  C113 1.093
128 H 10.38773 24.95548 -2.80510  C113 1.096
129 H 9.84936 27.50146 -1.67271  C117 1.088
130 H 8.46535 27.16361 -0.53745  C117 1.092
131 H 8.49960 26.55941 -2.14506  C117 1.096
132 H 8.23457 24.18296 -1.43257  C118 1.086
133 H 8.07688 24.85108 0.28538  C118 1.091
134 H 9.05490 23.50196 -0.02899  C118 1.095
135 H 12.71438 28.46587 0.70871  C119 1.094
136 H 11.14895 28.34779 -0.17312  C119 1.091
137 H 11.28905 28.27636 1.54499  C119 1.095
138 H 9.49579 25.18463 1.94667  O116 0.964
139 C 10.86341 28.93896 -7.99258  C140 1.551, H150 1.093, H151 1.088, H152 1.093
140 C 10.52805 27.73345 -7.07627  C139 1.551, C141 1.532, N145 1.476, C149 1.535
141 C 10.34858 28.32374 -5.67431  C140 1.532, C142 1.526, H153 1.092, H154 1.097
142 C 9.36617 27.59461 -4.76274  C141 1.526, C143 1.530, H155 1.092, H156 1.100
143 C 8.02539 27.37872 -5.46668  C142 1.530, C144 1.551, H157 1.091, H158 1.097
144 C 8.22262 26.52224 -6.74451  C143 1.551, N145 1.462, C147 1.528, C148 1.539
145 N 9.23921 27.19410 -7.55259  C140 1.476, C144 1.462, O146 1.429
146 O 9.38247 26.64929 -8.86558  N145 1.429, H168 0.964
147 C 8.64412 25.08858 -6.42665  C144 1.528, H159 1.092, H160 1.096, H161 1.090
148 C 6.84667 26.60332 -7.42808  C144 1.539, H162 1.095, H163 1.093, H164 1.084
149 C 11.66986 26.70687 -7.06330  C140 1.535, H165 1.089, H166 1.092, H167 1.093
150 H 11.18012 28.58735 -8.97729  C139 1.093
151 H 11.54583 29.61280 -7.47896  C139 1.088
152 H 9.95586 29.49667 -8.23825  C139 1.093
153 H 11.22341 28.45145 -5.03347  C141 1.092
154 H 9.91897 29.32762 -5.78059  C141 1.097
155 H 9.30294 28.03733 -3.76693  C142 1.092
156 H 9.77983 26.60332 -4.52556  C142 1.100
157 H 7.53990 28.35562 -5.44944  C143 1.091
158 H 7.46904 26.78566 -4.73003  C143 1.097
159 H 7.90000 24.44925 -5.94812  C147 1.092
160 H 8.90893 24.52323 -7.32737  C147 1.096
161 H 9.59345 25.08406 -5.89108  C147 1.090
162 H 6.89114 26.23791 -8.45961  C148 1.095
163 H 6.23844 25.80806 -6.98902  C148 1.093
164 H 6.42673 27.60019 -7.36462  C148 1.084
165 H 11.51372 25.74318 -6.58134  C149 1.089
166 H 12.56167 27.18891 -6.65758  C149 1.092
167 H 11.90663 26.45412 -8.10003  C149 1.093
168 H 8.89344 27.32181 -9.35235  O146 0.964
169 C 16.79020 24.08403 -12.41005  C170 1.515, H180 1.087, H181 1.093, H182 1.096
170 C 15.67323 23.22013 -12.95978  C169 1.515, C171 1.543, N175 1.487, C179 1.550
171 C 14.33547 23.95108 -12.72333  C170 1.543, C172 1.525, H183 1.097, H184 1.098
172 C 13.26492 23.49099 -13.70640  C171 1.525, C173 1.539, H185 1.090, H186 1.095
173 C 13.73854 23.52085 -15.16995  C172 1.539, C174 1.523, H187 1.095, H188 1.093
174 C 15.02508 22.75453 -15.44807  C173 1.523, N175 1.472, C177 1.529, C178 1.545
175 N 15.97822 23.19325 -14.41535  C170 1.487, C174 1.472, O176 1.422
176 O 17.21941 22.52928 -14.61599  N175 1.422, H198 0.963
177 C 14.72617 21.26018 -15.57318  C174 1.529, H189 1.095, H190 1.091, H191 1.091
178 C 15.53016 23.30749 -16.79949  C174 1.545, H192 1.091, H193 1.088, H194 1.090
179 C 15.60531 21.81768 -12.30311  C170 1.550, H195 1.086, H196 1.094, H197 1.094
180 H 16.95902 24.96943 -13.01786  C169 1.087
181 H 17.73579 23.53676 -12.36756  C169 1.093
182 H 16.60919 24.35072 -11.36262  C169 1.096
183 H 13.99882 23.87825 -11.68202  C171 1.097
184 H 14.56398 25.02223 -12.65016  C171 1.098
185 H 12.31819 24.03031 -13.66997  C172 1.090
186 H 13.01669 22.45561 -13.45155  C172 1.095
187 H 13.81288 24.58165 -15.43032  C173 1.095
188 H 12.91045 23.17651 -15.79521  C173 1.093
189 H 15.54608 20.59189 -15.28929  C177 1.095
190 H 13.90832 20.91633 -14.93808  C177 1.091
191 H 14.58307 21.00313 -16.62392  C177 1.091
192 H 14.70546 23.25249 -17.51112  C178 1.091
193 H 15.79262 24.35577 -16.66985  C178 1.088
194 H 16.35359 22.68908 -17.15772  C178 1.090
195 H 14.62027 21.37128 -12.39758  C179 1.086
196 H 15.97280 21.90551 -11.27691  C179 1.094
197 H 16.37075 21.15494 -12.71736  C179 1.094
198 H 17.73210 23.17334 -15.11631  O176 0.963
199 O 14.90421 23.44240 -1.70807  H200 0.962, H201 0.966
200 H 15.20983 24.23955 -2.15143  O199 0.962
201 H 15.71265 22.95586 -1.50251  O199 0.966
202 O 17.74029 22.83621 -2.09054  H203 0.964, H204 0.965
203 H 17.94900 22.46344 -2.95520  O202 0.964
204 H 18.07705 22.18993 -1.45769  O202 0.965
205 O 13.57904 20.83619 -8.69569  H206 0.970, H207 0.963
206 H 13.67783 20.31694 -7.88205  O205 0.970
207 H 13.40670 20.18443 -9.38311  O205 0.963

Values from the calculation:
E_LUMO   0.0 eV
HOMO   -0.2853 hartree
Structure (SMILES)   CC1(C)CCCC(C)(C)N1O.CC1(C)CCCC(C)(C)N1O.CC1(C)CCCC(C)(C)N1O.CC1(C)CCCC(C)(C)N1O.CC1(C)CCCC(C)(C)N1O.CC1(C)CCCC(C)(C)N1O.CO.CO.CO.O.O.O